# C18H19FO

A single C18H19FO molecule in a non-equilibrium geometry (wB97M-V/def2-TZVPD, the OMol25 dataset).

Geometry as XYZ:
```
39
Properties=species:S:1:pos:R:3:forces:R:3:nbo_charge:R:1
C 4.8780 -0.6615 3.2835 0.701 -1.286 -1.223 -0.24
O 4.4372 -0.0170 2.0907 2.765 2.019 1.527 -0.52
C 3.5312 -0.6305 1.3856 -3.162 -1.052 0.100 0.24
C 3.8972 -1.4801 0.3419 -2.708 0.402 -0.331 -0.26
C 2.9078 -2.0524 -0.4620 -0.405 0.853 0.500 -0.19
C 1.5162 -1.8658 -0.2645 1.211 0.377 0.987 -0.09
C 0.5184 -2.6415 -1.0514 -1.614 2.915 0.745 -0.20
C -0.7641 -2.2091 -1.2875 2.680 -1.727 -0.638 -0.17
C -1.3588 -0.8879 -1.2487 1.458 1.921 0.888 -0.05
C -0.6194 0.3232 -1.6402 -3.647 -1.117 1.492 -0.26
C -1.2445 1.5892 -1.4808 -1.697 -0.867 0.505 0.11
C -0.5970 2.8512 -2.0513 -3.295 -0.199 0.562 -0.65
C -2.5766 1.6448 -0.8474 1.443 -1.537 0.276 -0.04
C -3.2975 3.0005 -0.5907 -0.306 -1.286 -0.828 -0.65
C -3.1453 0.3848 -0.3540 0.542 3.871 -0.430 0.01
C -4.3796 0.3825 0.4418 -1.592 -0.804 -0.896 -0.65
C -2.5580 -0.8279 -0.5470 1.030 -0.710 -1.188 -0.23
C 1.1312 -1.0459 0.8313 2.288 0.356 0.400 -0.24
C 2.1392 -0.4370 1.7064 -1.467 -1.626 -2.832 0.35
F 1.6689 0.3367 2.7278 0.991 -0.504 -0.691 -0.32
H 5.6081 -0.0941 3.8349 0.123 0.612 -0.223 0.20
H 4.0226 -0.8212 3.8620 -1.251 -0.364 1.318 0.18
H 5.3308 -1.6537 3.0394 -0.275 0.614 0.084 0.17
H 4.8932 -1.5694 0.0242 1.306 -0.051 0.030 0.22
H 3.2634 -2.4927 -1.3598 0.029 -0.876 -0.611 0.21
H 0.8305 -3.6125 -1.3080 0.020 -1.200 -0.226 0.21
H -1.3998 -3.0159 -1.6001 -0.534 -0.146 -0.404 0.20
H 0.3767 0.1323 -1.9225 1.043 0.348 -0.759 0.22
H -1.1624 3.0956 -2.9987 0.601 0.184 1.066 0.22
H -0.6337 3.6665 -1.2998 0.229 -0.322 -0.776 0.22
H 0.3475 2.5595 -2.3144 2.666 -0.136 -0.638 0.21
H -4.2116 3.0171 -1.2035 0.133 0.008 0.059 0.22
H -3.6569 3.1274 0.4302 0.360 -0.073 0.099 0.22
H -2.7315 3.8733 -0.8997 0.252 -0.118 0.134 0.22
H -4.2245 -0.2846 1.2248 0.679 -0.671 2.238 0.22
H -4.7980 1.3201 0.8405 -0.036 -0.570 -0.696 0.23
H -5.0477 -0.3587 -0.0817 -0.480 1.623 -0.037 0.23
H -2.9663 -1.7907 -0.1666 0.032 0.969 -0.233 0.21
H 0.0752 -0.8547 0.9155 -0.111 0.169 0.648 0.23
```
Positions in Å, forces in eV/Å.

Total energy = -872.2975 Ha
Relative energy (zero: lowest compared OMol25 entry of this formula, charge and spin) = 42.8 kcal/mol
2S+1 = 1
SMILES = COc1ccc(/C=C\c2cc(C)c(C)c(C)c2)cc1F
HOMO-LUMO gap = 0.2974 Eh
HOMO = -7.694 eV
Maximum force = 4.10 eV Å⁻¹
Charge = 0